1.
Molecular formula: C2H3NS2
Method: DFT, ωB97M-V/def2-TZVPD

Each line ends with the Löwdin charge.
Positions of all 8 atoms, in Å:
S -1.9234 -0.6789 0.0038  0.701
C -1.2096 0.7169 -0.0276  -0.821
N 0.0475 1.2282 -0.1299  -0.127
C 1.3104 0.7445 0.0431  -0.775
S 1.8572 -0.7507 0.0040  0.685
H -1.8636 1.5663 0.4611  0.089
H 0.0378 2.3050 0.0471  0.177
H 1.9476 1.6362 0.1841  0.071

Output
HOMO energy = -8.470 eV
SMILES = S=CNC=S
frontier orbital gap = 7.837 eV
energy relative to the best compared isomer or geometry (same formula, charge and spin) = 0.966 eV

***

2.
Molecular formula: C5H14
Method: DFT, ωB97M-V/def2-TZVPD

Each line ends with the Löwdin charge.
Positions of all 19 atoms, in Å:
C -0.6242 -0.0479 -2.0081  -0.139
C 0.7316 0.4323 -2.3547  -0.341
C 1.6527 0.7302 -1.1786  -0.112
H -0.8078 -1.0903 -2.4031  0.087
H -0.9980 -0.0895 -1.0370  0.021
H -1.4558 0.4964 -2.6029  0.099
H 0.6096 1.3538 -3.0650  0.130
H 1.2659 -0.1280 -3.0529  0.069
H 1.2707 0.0238 -0.4156  0.067
H 1.6462 1.7209 -0.7586  0.058
H 2.7225 0.5841 -1.3514  0.067
C -0.3764 -1.0693 2.8634  -0.186
C -1.1855 0.0482 2.3449  -0.202
H 0.1977 -1.4533 2.0119  0.057
H 0.5454 -0.7605 3.4241  0.086
H -1.0065 -1.8661 3.1643  0.057
H -1.9619 0.4238 3.1527  0.118
H -1.4812 -0.2107 1.3970  0.011
H -0.7450 0.9021 1.8695  0.053

Output
HOMO energy = -10.629 eV
SMILES = CCC.CC
frontier orbital gap = 11.712 eV
energy relative to the best compared isomer or geometry (same formula, charge and spin) = 1.991 eV

***

3.
Molecular formula: C19H15ClN2O4S
Method: DFT, ωB97M-V/def2-TZVPD

Each line ends with the Löwdin charge.
Positions of all 42 atoms, in Å:
C 3.3234 4.0110 3.7948  -0.032
N 2.8539 2.9883 2.8990  -0.066
C 3.3461 1.6973 2.8571  -0.366
O 4.2282 1.2567 3.5525  0.117
C 2.5631 1.0269 1.7920  -0.147
C 2.7084 -0.2673 1.4449  0.041
C 2.0035 -0.9869 0.4065  -0.208
C 1.5257 -0.3735 -0.7553  -0.020
C 0.8368 -1.1015 -1.7021  0.016
C 0.5934 -2.4614 -1.5304  -0.318
O -0.0966 -3.1456 -2.4930  -0.055
C -1.4441 -3.4780 -2.1458  -0.141
C -2.2456 -2.2209 -1.9328  -0.193
C -2.2520 -1.6066 -0.6841  -0.020
C -2.8875 -0.3943 -0.4997  0.002
C -3.5327 0.2188 -1.5701  -0.133
C -4.2158 1.5241 -1.4227  -0.490
O -4.8462 2.0683 -2.2941  0.111
O -4.0624 2.0689 -0.2059  0.108
C -3.5398 -0.3990 -2.8188  0.005
C -2.8937 -1.6058 -2.9981  -0.010
C 1.1080 -3.0855 -0.3886  -0.569
Cl 0.8917 -4.7867 -0.1599  0.741
C 1.8095 -2.3635 0.5561  -0.045
N 1.6952 1.9884 1.3146  0.093
C 1.8436 3.1623 1.9912  -0.844
S 0.9718 4.5235 1.7530  0.671
H 3.7103 4.8581 3.2273  0.092
H 2.5077 4.3565 4.4310  0.091
H 4.1142 3.5748 4.4023  0.093
H 3.4120 -0.8295 2.0435  0.130
H 1.7331 0.6684 -0.9428  0.113
H 0.4682 -0.6299 -2.6000  0.132
H -1.4657 -4.1075 -1.2485  0.099
H -1.8127 -4.0482 -3.0001  0.135
H -1.7540 -2.0826 0.1488  0.122
H -2.8892 0.0824 0.4679  0.118
H -4.5220 2.9222 -0.1679  0.135
H -4.0502 0.0894 -3.6349  0.122
H -2.8852 -2.0768 -3.9697  0.119
H 2.1965 -2.8670 1.4284  0.117
H 0.9513 1.8317 0.6543  0.136

Output
HOMO energy = -8.464 eV
SMILES = CN1C(=O)/C(=C/c2ccc(OCc3ccc(C(=O)O)cc3)c(Cl)c2)NC1=S
frontier orbital gap = 7.691 eV

***

E, record by record: -929.0818, -198.8160, -2001.9433 Ha